1.
ORCA calculation (ωB97M-V/def2-TZVPD) on a molecular structure, C33H23FeN8O2SSbSe4 in a non-equilibrium geometry.

Results
⟨S²⟩ ... 0.767
E_HOMO (spin up / spin down) ... -3.80 / -3.77 eV
Charge ... -1
Spin multiplicity ... 2
Orbital gap (spin up / spin down) ... 0.1715 / 0.1704 Eh

Each line ends with the Mulliken spin population.
Atoms and positions in Å:
Fe: 0.06 0.65 0.48  -0.012
C: 4.30 0.16 0.54  0.003
C: 3.02 0.56 0.91  -0.004
N: 1.97 0.20 0.19  -0.004
C: 2.18 -0.63 -0.84  -0.010
C: 3.46 -1.05 -1.17  -0.008
N: 4.53 -0.61 -0.50  -0.002
C: 0.95 -1.04 -1.55  0.005
C: 0.83 -2.01 -2.52  0.016
C: -0.45 -2.29 -3.01  -0.006
C: -1.55 -1.59 -2.53  -0.022
C: -1.35 -0.63 -1.55  -0.010
N: -0.13 -0.41 -1.09  0.024
C: -2.35 0.25 -0.90  0.007
C: -3.65 0.45 -1.34  0.001
N: -4.46 1.34 -0.79  0.000
C: -3.95 2.07 0.20  -0.001
C: -2.67 1.88 0.68  -0.001
N: -1.88 0.96 0.15  -0.001
C: -0.63 -3.36 -4.03  0.005
C: -1.72 -4.23 -3.98  0.000
C: -1.84 -5.20 -4.96  0.000
N: -0.98 -5.36 -5.96  0.000
C: 0.06 -4.53 -6.00  -0.001
C: 0.28 -3.52 -5.07  0.003
H: 5.16 0.49 1.11  0.000
H: 2.84 1.18 1.78  0.000
H: 3.63 -1.72 -2.00  0.004
H: 1.69 -2.59 -2.83  0.017
H: -2.54 -1.80 -2.91  0.000
H: -4.04 -0.14 -2.17  0.000
H: -4.60 2.82 0.64  0.000
H: -2.26 2.46 1.50  0.000
H: -2.43 -4.18 -3.17  0.000
H: -2.67 -5.90 -4.93  0.000
H: 0.76 -4.67 -6.82  0.000
H: 1.14 -2.88 -5.16  0.000
O: -0.90 2.88 4.09  0.000
S: 0.02 1.83 3.72  0.002
O: 1.26 1.76 4.47  0.001
N: 0.32 1.91 2.13  -0.003
C: 0.85 3.12 1.74  0.001
C: 1.38 4.13 2.54  0.000
C: 1.86 5.33 1.99  0.000
C: 1.85 5.59 0.65  0.000
C: 1.34 4.59 -0.21  0.000
C: 1.28 4.74 -1.61  0.000
C: 0.78 3.73 -2.39  0.000
C: 0.36 2.55 -1.76  0.001
N: 0.41 2.37 -0.47  0.000
C: 0.87 3.37 0.33  0.000
C: -0.85 0.32 4.01  -0.023
C: -2.19 0.21 3.67  0.003
C: -2.87 -0.95 3.96  -0.001
C: -2.22 -2.01 4.58  0.003
C: -0.89 -1.88 4.95  -0.011
C: -0.20 -0.71 4.67  0.018
H: 1.42 4.01 3.61  0.000
H: 2.25 6.08 2.67  0.000
H: 2.21 6.52 0.24  0.000
H: 1.63 5.67 -2.06  0.000
H: 0.72 3.82 -3.47  0.000
H: -0.02 1.72 -2.36  0.000
H: -2.70 1.05 3.21  0.001
H: -3.92 -1.05 3.69  0.001
H: -2.74 -2.93 4.78  -0.001
H: -0.37 -2.70 5.42  0.004
H: 0.84 -0.59 4.93  0.013
Se: 2.37 -6.20 3.12  -0.018
Sb: 1.03 -5.00 1.52  -0.038
Se: 1.80 -2.40 2.16  0.409
Se: -0.22 -1.77 1.41  0.103
Se: 2.53 -4.27 -0.36  0.533


2.
ORCA calculation (ωB97M-V/def2-TZVPD) on a molecular structure, C33H24Cl5IN3Ru in a non-equilibrium geometry.

Results
⟨S²⟩ ... 0.842
E_HOMO (spin up / spin down) ... -5.87 / -7.26 eV
Spin multiplicity ... 2
Orbital gap (spin up / spin down) ... 0.1878 / 0.2531 Eh

Each line ends with the natural charge from an NBO analysis.
Atoms and positions in Å:
Ru: -0.23 0.03 0.17  0.394
I: -1.15 0.90 2.99  0.280
C: 0.85 1.50 2.83  -0.144
C: 1.69 1.39 3.90  -0.247
C: 3.08 1.56 3.70  -0.213
C: 3.57 1.75 2.44  -0.169
C: 2.71 1.87 1.34  -0.097
C: 3.21 2.01 0.00  -0.160
C: 2.37 2.11 -1.06  -0.235
C: 0.97 2.24 -0.83  -0.131
C: 0.43 2.18 0.43  -0.150
C: 1.32 1.82 1.53  0.015
H: 1.30 1.14 4.88  0.229
H: 3.74 1.49 4.55  0.221
H: 4.64 1.80 2.28  0.217
H: 4.29 2.00 -0.15  0.219
H: 2.76 2.17 -2.07  0.228
H: 0.33 2.56 -1.64  0.238
C: -4.92 -2.43 -0.31  -0.210
C: -3.63 -2.68 -0.73  -0.210
C: -2.69 -1.66 -0.77  -0.238
C: -3.03 -0.37 -0.36  0.191
C: -4.34 -0.12 0.05  -0.226
C: -5.27 -1.14 0.08  -0.213
N: -2.02 0.67 -0.35  -0.167
N: -2.60 1.81 -0.30  -0.279
C: -1.99 2.97 0.16  0.154
C: -2.87 4.06 0.24  -0.190
C: -2.53 5.23 0.88  -0.222
C: -1.27 5.35 1.47  -0.210
C: -0.37 4.31 1.34  -0.198
C: -0.70 3.12 0.68  -0.084
H: -5.65 -3.23 -0.28  0.213
H: -3.35 -3.68 -1.05  0.204
H: -1.69 -1.84 -1.15  0.226
H: -4.59 0.88 0.37  0.238
H: -6.28 -0.93 0.41  0.214
H: -3.85 3.92 -0.20  0.222
H: -3.25 6.04 0.93  0.215
H: -0.99 6.26 1.99  0.215
H: 0.63 4.42 1.75  0.214
Cl: 2.63 -1.20 0.26  0.020
C: 2.01 -1.01 -1.37  -0.015
C: 0.70 -0.55 -1.52  -0.253
C: 0.29 -0.40 -2.86  -0.014
Cl: -1.31 0.16 -3.23  0.028
C: 1.14 -0.65 -3.94  -0.103
Cl: 0.60 -0.40 -5.55  0.050
C: 2.44 -1.10 -3.72  -0.117
Cl: 3.49 -1.44 -5.05  0.047
C: 2.88 -1.29 -2.42  -0.113
Cl: 4.48 -1.85 -2.12  0.041
C: -0.15 -4.53 -1.16  -0.588
C: 0.40 -4.47 0.28  -0.168
C: 1.91 -4.74 0.28  -0.589
C: -0.33 -5.47 1.18  -0.587
C: 0.14 -3.10 0.79  0.445
N: -0.07 -2.03 1.14  -0.432
H: 0.05 -5.52 -1.57  0.221
H: 0.35 -3.78 -1.79  0.228
H: -1.22 -4.34 -1.18  0.217
H: 2.07 -5.77 -0.02  0.217
H: 2.34 -4.59 1.27  0.221
H: 2.42 -4.08 -0.42  0.229
H: -0.19 -6.48 0.78  0.217
H: -1.40 -5.26 1.23  0.223
H: 0.07 -5.45 2.20  0.221


3.
ORCA calculation (ωB97M-V/def2-TZVPD) on a molecular structure, C33H24ClIIrN6O2 in a non-equilibrium geometry.

Results
⟨S²⟩ ... 0.769
E_HOMO (spin up / spin down) ... -12.38 / -12.37 eV
Charge ... +2
Spin multiplicity ... 2
Orbital gap (spin up / spin down) ... 0.1730 / 0.1626 Eh

Each line ends with the natural charge from an NBO analysis.
Atoms and positions in Å:
Ir: -0.19 -0.48 0.25  1.483
C: 3.42 -1.57 2.94  -0.678
C: 2.20 -1.51 2.09  0.225
N: 1.62 -0.42 1.74  -0.166
N: 2.01 0.78 2.09  -0.372
C: 1.10 1.71 1.80  0.599
O: -0.08 1.39 1.44  -0.652
C: 1.50 3.12 1.85  -0.099
C: 2.68 3.53 2.47  -0.157
C: 3.06 4.86 2.41  -0.206
C: 2.27 5.79 1.73  -0.152
C: 1.09 5.38 1.12  -0.215
C: 0.69 4.06 1.20  -0.177
C: 1.49 -2.71 1.66  0.149
C: 2.01 -3.99 1.84  -0.214
C: 1.23 -5.09 1.52  -0.101
C: -0.07 -4.88 1.07  -0.223
C: -0.51 -3.58 0.91  0.101
N: 0.26 -2.53 1.15  -0.429
H: 3.76 -0.57 3.19  0.271
H: 4.23 -2.09 2.42  0.245
H: 3.22 -2.12 3.86  0.258
H: 3.29 2.82 3.01  0.234
H: 3.97 5.18 2.89  0.236
H: 2.58 6.82 1.68  0.235
H: 0.47 6.09 0.60  0.229
H: -0.24 3.73 0.76  0.213
H: 3.01 -4.11 2.22  0.251
H: 1.62 -6.09 1.63  0.254
H: -0.73 -5.71 0.86  0.260
H: -1.52 -3.38 0.57  0.231
C: 3.71 -1.05 -2.06  -0.207
C: 3.64 -0.10 -3.07  -0.106
C: 2.50 0.69 -3.17  -0.193
C: 1.46 0.50 -2.27  0.179
N: 1.54 -0.41 -1.29  -0.414
C: 2.63 -1.17 -1.20  0.071
C: 0.22 1.29 -2.31  0.183
C: -0.09 2.16 -3.34  -0.194
C: -1.23 2.95 -3.26  -0.106
C: -2.05 2.83 -2.14  -0.209
C: -1.70 1.90 -1.17  0.076
N: -0.60 1.16 -1.26  -0.406
H: 4.57 -1.69 -1.95  0.255
H: 4.46 0.03 -3.76  0.255
H: 2.44 1.43 -3.94  0.245
H: 2.64 -1.91 -0.41  0.215
H: 0.54 2.23 -4.21  0.245
H: -1.47 3.65 -4.04  0.254
H: -2.94 3.43 -2.03  0.257
H: -2.31 1.76 -0.29  0.229
Cl: -6.93 -2.19 -1.39  0.072
C: -5.23 -2.12 -1.34  -0.091
C: -4.50 -2.80 -2.31  -0.212
C: -3.13 -2.74 -2.33  -0.232
I: -2.01 -3.78 -3.73  0.220
C: -2.39 -1.95 -1.38  0.302
O: -1.14 -1.85 -1.42  -0.639
C: -3.17 -1.28 -0.34  0.066
N: -2.48 -0.58 0.57  -0.447
C: -3.13 0.09 1.52  0.065
C: -4.52 0.05 1.63  -0.267
C: -5.24 -0.70 0.72  -0.078
C: -4.57 -1.37 -0.31  -0.033
H: -5.02 -3.37 -3.07  0.260
H: -2.53 0.67 2.20  0.237
H: -5.02 0.60 2.41  0.257
H: -6.32 -0.78 0.80  0.257


Summary of E in eV
-363760.339, -112373.294, -71092.926
(order as listed above)
Summary of energy relative to the best compared isomer or geometry (same formula, charge and spin) in kcal per mole
1.93, 15.00, 89.82
(order as listed above)